[1]
The following is a DFT calculation (the ωB97M-V functional and the def2-TZVPD basis) of C27H24F3FeN2O10P2 as an isolated structure.

Element x y z (Å)
1 Fe 0.63981 0.32764 -1.93877
2 F 3.86864 4.67218 -2.05528
3 C 2.61728 4.13894 -2.07227
4 C 2.47239 2.77343 -2.13002
5 C 1.20146 2.18168 -2.14243
6 C 0.09039 3.07559 -2.11859
7 C 0.29977 4.44959 -2.05037
8 F -0.75215 5.31827 -2.01165
9 C 1.55250 5.02214 -2.02165
10 C -1.23289 2.44093 -2.26863
11 C -2.47552 3.08155 -2.23205
12 C -3.62212 2.35829 -2.49982
13 C -3.52418 1.01273 -2.81811
14 C -2.27111 0.42961 -2.79778
15 N -1.16425 1.10782 -2.49757
16 H 3.37379 2.17560 -2.16059
17 H 1.68800 6.09164 -1.97209
18 H -2.53177 4.13201 -2.00496
19 H -4.58765 2.84897 -2.47267
20 H -4.39064 0.41273 -3.05605
21 H -2.13562 -0.62209 -3.01082
22 C 2.84389 -3.48941 -1.66527
23 C 3.19371 -2.49154 -2.75884
24 O 4.31711 -2.93632 -3.50461
25 P 3.58326 -0.86098 -2.06911
26 O 3.98861 0.06570 -3.29285
27 O 4.97003 -1.04971 -1.30149
28 O 2.55775 -0.26212 -1.16412
29 P 1.78609 -2.15366 -3.96517
30 O 0.61954 -3.13261 -3.52228
31 O 2.35000 -2.52374 -5.28798
32 O 1.38159 -0.70622 -3.70552
33 H 3.72882 -3.69377 -1.05908
34 H 2.50042 -4.41580 -2.12359
35 H 2.04738 -3.10453 -1.02721
36 H 3.99273 -2.96517 -4.42701
37 H 3.16507 0.21286 -3.80297
38 H 5.14566 -0.30345 -0.71878
39 H -0.01226 -2.65348 -2.93210
40 C -3.94964 -1.31843 3.98845
41 C -2.61381 -2.05231 3.91922
42 C -1.89585 -2.13245 5.26066
43 C -1.50781 -0.74206 5.74330
44 C -0.76932 0.00740 4.66578
45 C 0.07121 1.05389 4.98118
46 C 0.75572 1.73216 3.98022
47 F 1.56646 2.74790 4.35050
48 C 0.63795 1.39622 2.66152
49 C -0.20687 0.33438 2.31794
50 C -0.32387 -0.03278 0.89568
51 O 0.27239 0.65634 0.06128
52 C -1.15388 -1.17161 0.61790
53 C -1.82274 -1.76270 1.63963
54 N -1.73284 -1.41003 2.94043
55 C -0.91062 -0.35634 3.31165
56 C -1.34623 -1.76890 -0.76065
57 O -2.30388 -2.52432 -0.92828
58 O -0.47484 -1.46643 -1.63500
59 H -4.59715 -1.77294 4.73981
60 H -4.45553 -1.36254 3.02426
61 H -3.80840 -0.26745 4.24149
62 H -2.78286 -3.06528 3.54899
63 H -0.99921 -2.74509 5.14145
64 H -2.54225 -2.62949 5.98549
65 H -0.88174 -0.80797 6.63460
66 H -2.40301 -0.18468 6.03478
67 H 0.21496 1.35351 6.01164
68 H 1.17545 1.91327 1.87863
69 H -2.48732 -2.58657 1.40763

Cartesian forces, eV/Å:
Fe -0.06 -0.76 0.13
F -0.04 -0.01 0.00
C -0.01 0.15 0.00
C -0.01 -0.16 0.06
C -0.02 0.46 0.00
C 0.00 -0.11 -0.09
C 0.01 -0.08 0.02
F 0.01 -0.01 -0.01
C 0.04 -0.12 0.00
C 0.03 -0.09 -0.04
C 0.09 -0.02 -0.04
C -0.01 -0.06 -0.02
C -0.02 0.05 -0.01
C 0.06 -0.05 -0.01
N 0.19 0.18 0.14
H -0.02 -0.04 0.03
H 0.00 0.01 0.00
H -0.01 0.01 0.00
H 0.00 0.00 0.00
H -0.01 0.01 -0.01
H 0.01 0.01 0.07
C 0.01 0.03 0.06
C -0.07 0.07 -0.02
O 0.03 -0.14 -0.01
P -0.08 0.10 0.02
O -0.03 0.01 0.04
O 0.07 -0.10 -0.07
O -0.19 -0.23 -0.09
P 0.15 0.35 0.10
O -0.43 0.14 0.00
O -0.01 -0.08 0.02
O -0.17 0.23 -0.05
H -0.01 0.00 0.01
H 0.01 0.00 0.00
H -0.02 0.01 0.01
H 0.04 0.07 -0.01
H -0.04 0.04 -0.07
H -0.03 0.06 0.08
H 0.14 -0.04 0.12
C 0.00 -0.02 0.01
C -0.03 -0.04 0.02
C -0.03 0.00 0.00
C 0.00 -0.01 0.02
C 0.05 0.06 -0.01
C -0.02 -0.02 -0.01
C 0.01 0.01 -0.03
F -0.01 -0.01 -0.01
C -0.04 -0.03 0.07
C 0.04 0.08 0.08
C 0.02 -0.03 -0.14
O -0.09 0.27 -0.13
C 0.01 0.07 -0.06
C -0.02 0.01 0.04
N 0.01 -0.02 -0.08
C 0.06 0.06 0.00
C 0.13 -0.05 -0.05
O -0.08 -0.08 0.04
O 0.41 -0.12 -0.09
H -0.01 -0.01 0.01
H 0.00 0.00 -0.01
H 0.01 0.01 0.01
H 0.00 0.02 0.02
H 0.00 0.00 0.00
H 0.00 0.00 0.00
H -0.01 0.00 0.00
H 0.00 0.00 0.00
H 0.00 0.00 0.02
H 0.01 0.01 -0.01
H 0.00 0.00 -0.02

Its HOMO energy (spin up / spin down) is -5.0 / -5.0 eV. The LUMO energy (spin up / spin down) comes out at 0.0707 / 0.0707 hartree. The charge is -1. For the gap between HOMO and LUMO (spin up / spin down), the calculation gives 0.25467 / 0.25475 hartree. The relative energy (zero: lowest compared OMol25 entry of this formula, charge and spin) is 2.3 kcal/mol.

Atomic partial charges in e from the Löwdin method, atoms 1 to 8: 0.53 0.03 -0.28 -0.03 -0.09 -0.12 -0.22 0.03

---

[2]
The following is a DFT calculation (the ωB97M-V functional and the def2-TZVPD basis) of one molecule with the formula C28H35FN2O4 at a distorted geometry.

Element x y z (Å)
1 C -1.92077 3.20356 -4.83926
2 C -2.11360 2.90271 -3.38123
3 O -1.82649 1.49433 -3.13154
4 C -2.30131 1.06087 -1.95416
5 C -1.65811 -0.25467 -1.48397
6 F -0.69236 -0.58349 -2.43722
7 C -2.83779 -1.27040 -1.31509
8 O -3.56450 -1.18872 -0.33648
9 O -2.98884 -2.23310 -2.23204
10 C -4.01510 -3.19879 -1.79398
11 C -4.24741 -4.22189 -2.86959
12 O -3.14026 1.65169 -1.29578
13 H -2.03193 4.27927 -4.97206
14 H -0.93732 2.91529 -5.21351
15 H -2.69260 2.72877 -5.44745
16 H -1.42424 3.49180 -2.75473
17 H -3.15060 3.08281 -3.07967
18 H -3.66393 -3.68960 -0.87361
19 H -4.94068 -2.64755 -1.59268
20 H -4.89652 -5.00297 -2.46735
21 H -4.77246 -3.80262 -3.72966
22 H -3.33537 -4.70691 -3.22063
23 C 2.58056 6.92429 1.28921
24 C 1.33132 7.17414 2.13857
25 C 0.43011 5.94545 1.94593
26 N 1.23827 4.94336 1.27109
27 C 0.72172 3.72263 0.91944
28 C -0.65661 3.44803 1.12371
29 C -1.19010 2.23694 0.71348
30 C -0.39730 1.21628 0.17670
31 C -1.02938 -0.13451 -0.14546
32 C -0.16563 -1.34350 0.21490
33 C 0.46631 -1.33767 1.47240
34 C 1.15769 -2.43956 1.95712
35 C 1.30460 -3.60534 1.15058
36 N 2.01350 -4.68435 1.59843
37 C 2.37414 -5.81449 0.76748
38 C 3.29797 -6.68620 1.63844
39 C 3.13543 -6.18120 3.07454
40 C 2.46173 -4.80341 2.97403
41 C 0.71090 -3.59527 -0.13650
42 C -0.03331 -2.49780 -0.56787
43 C 0.97760 1.45155 0.04616
44 C 1.53979 2.68075 0.39232
45 C 2.55838 5.42933 0.89712
46 H 2.54266 7.53615 0.38107
47 H 3.49888 7.16707 1.82961
48 H 1.60136 7.26479 3.19323
49 H 0.81498 8.08679 1.83290
50 H 0.03380 5.58093 2.91020
51 H -0.43775 6.21831 1.32085
52 H -1.31517 4.19480 1.57292
53 H -2.25815 2.07643 0.81621
54 H -1.88494 -0.15763 0.53587
55 H 0.38459 -0.44177 2.08657
56 H 1.60786 -2.40405 2.95407
57 H 1.47645 -6.38175 0.46654
58 H 2.87113 -5.48948 -0.15994
59 H 3.03439 -7.74012 1.54043
60 H 4.33185 -6.54968 1.30786
61 H 2.47762 -6.84734 3.63803
62 H 4.09121 -6.09998 3.59461
63 H 3.17754 -3.99704 3.21205
64 H 1.61485 -4.70561 3.67707
65 H 0.83368 -4.45205 -0.80558
66 H -0.47619 -2.57834 -1.55360
67 H 1.59790 0.64818 -0.35363
68 H 2.61867 2.83864 0.26845
69 H 2.73451 5.29812 -0.18211
70 H 3.35274 4.87482 1.42620

Cartesian forces, eV/Å:
C -0.07 0.03 -0.27
C -0.14 -0.19 0.19
O 0.00 0.20 0.59
C -0.92 1.09 0.43
C -0.57 -0.16 -1.73
F -0.76 -0.27 0.18
C -0.75 -0.51 1.06
O 1.04 0.17 -1.30
O -0.18 0.03 0.44
C 0.09 0.01 -0.18
C -0.11 -0.18 -0.41
O 0.94 -0.92 -0.82
H 0.04 0.08 -0.04
H -0.05 -0.04 0.11
H 0.11 -0.10 0.02
H -0.32 -0.23 -0.09
H 0.31 0.15 0.02
H -0.06 0.42 -0.22
H 0.33 -0.12 0.12
H 0.03 0.03 0.06
H 0.15 0.08 0.00
H 0.05 0.12 0.10
C 0.05 -0.19 -0.46
C 0.01 -0.28 0.28
C -0.41 0.21 -0.24
N 0.13 0.47 0.27
C -0.05 -0.68 0.03
C 0.40 0.14 -0.29
C 0.22 -0.14 0.21
C 0.58 0.16 -0.09
C 0.42 0.49 1.80
C 0.15 -0.21 0.20
C -0.23 -0.31 -0.20
C 0.04 -0.29 -0.29
C -0.35 0.66 -0.35
N 0.26 -0.28 0.27
C -0.33 -0.24 -0.11
C 0.16 0.32 -0.35
C -0.46 0.12 0.16
C 0.20 0.36 0.06
C 0.18 0.02 0.50
C 0.26 0.01 0.23
C -0.33 0.30 -0.17
C -0.19 0.31 0.03
C 0.17 -0.19 0.11
H 0.11 -0.09 0.18
H -0.13 0.05 -0.14
H -0.05 0.09 -0.09
H 0.08 -0.09 0.15
H 0.14 0.00 -0.32
H 0.09 -0.12 0.16
H 0.27 -0.27 -0.22
H 0.14 -0.03 0.11
H 0.03 -0.13 -0.08
H 0.04 -0.21 -0.05
H -0.19 0.02 -0.44
H 0.13 0.11 0.02
H -0.10 -0.02 0.21
H 0.16 0.07 0.01
H -0.12 -0.13 0.03
H 0.20 -0.02 0.02
H -0.13 -0.16 0.01
H -0.16 -0.16 0.01
H 0.25 -0.02 -0.21
H -0.11 0.31 0.31
H 0.02 0.12 0.15
H -0.01 0.26 0.16
H -0.53 -0.04 0.05
H -0.05 -0.03 0.22
H -0.19 0.08 -0.12

Its HOMO energy is -7.1 eV. The LUMO energy comes out at 0.0287 hartree. The charge is 0. For the gap between HOMO and LUMO, the calculation gives 0.28894 hartree. The relative energy (zero: lowest compared OMol25 entry of this formula, charge and spin) is 0.0 kcal/mol.

Atomic partial charges in e from the Löwdin method, atoms 1 to 8: -0.07 -0.20 0.03 -0.38 -0.23 0.06 -0.39 0.12

---

[3]
The following is a DFT calculation (the ωB97M-V functional and the def2-TZVPD basis) of C25H53AuCl2N4PSi as an isolated structure.

Element x y z (Å)
1 Au -0.34667 -1.60763 -0.90203
2 Cl 1.31776 -4.03076 -2.08271
3 C 0.57938 -5.18681 -0.97248
4 Cl -0.84566 -4.47566 -0.18156
5 H 1.30057 -5.43931 -0.20414
6 H 0.25866 -6.05643 -1.53379
7 N 0.28671 0.18406 -0.39960
8 P 1.41820 0.40983 0.68803
9 N 1.17998 1.95016 1.25697
10 C 2.22106 2.80999 1.82315
11 C 2.02585 4.25365 1.37182
12 C 0.62602 4.74898 1.71936
13 C -0.42809 3.80123 1.15576
14 C -0.16659 2.37763 1.62804
15 N 2.98561 0.51387 0.14148
16 C 3.28370 1.53409 -0.87281
17 C 3.23782 0.96656 -2.28936
18 C 4.16205 -0.23969 -2.42051
19 C 3.83492 -1.27268 -1.34776
20 C 3.87206 -0.64230 0.04094
21 N 1.54748 -0.69939 1.92633
22 C 0.52786 -1.66181 2.33132
23 C -0.23878 -1.21215 3.56884
24 C 0.72312 -0.93106 4.71823
25 C 1.78787 0.06614 4.27652
26 C 2.49443 -0.42260 3.01624
27 H 3.19787 2.43744 1.52353
28 H 2.17080 2.77043 2.91946
29 H 2.18128 4.31525 0.29083
30 H 2.78328 4.88272 1.84305
31 H 0.47415 5.76094 1.34123
32 H 0.52019 4.79963 2.80802
33 H -0.39782 3.82179 0.06246
34 H -1.42957 4.11072 1.46476
35 H -0.87154 1.68122 1.19389
36 H -0.28126 2.33240 2.72129
37 H 4.28197 1.93742 -0.66797
38 H 2.57168 2.35174 -0.77256
39 H 3.51769 1.74525 -3.00096
40 H 2.20595 0.67397 -2.50635
41 H 5.20237 0.08126 -2.30356
42 H 4.08028 -0.67881 -3.41669
43 H 4.53354 -2.11151 -1.38850
44 H 2.83461 -1.67428 -1.51956
45 H 4.89206 -0.30246 0.25415
46 H 3.60508 -1.37224 0.80412
47 H 1.02605 -2.61799 2.53823
48 H -0.15914 -1.83415 1.50639
49 H -0.96549 -1.97926 3.84740
50 H -0.80054 -0.30377 3.32744
51 H 1.20575 -1.86448 5.02506
52 H 0.18028 -0.55667 5.58724
53 H 2.52447 0.22499 5.06614
54 H 1.31875 1.03212 4.07202
55 H 3.03277 -1.35222 3.23946
56 H 3.23397 0.29942 2.67223
57 C -1.97533 1.59367 -1.68701
58 Si -2.30064 -0.21957 -1.51799
59 C -2.39752 -1.06247 -3.22399
60 C -3.76584 -0.70766 -3.83497
61 C -2.25875 -2.58927 -3.18043
62 C -1.29281 -0.48568 -4.11615
63 C -3.62052 -0.61143 -0.21905
64 C -4.82550 0.29374 -0.53794
65 C -4.06377 -2.07700 -0.22086
66 C -3.11034 -0.24199 1.18055
67 H -2.79826 2.06314 -2.23362
68 H -1.04458 1.75775 -2.22499
69 H -1.89035 2.06697 -0.71758
70 H -4.58958 -1.16613 -3.28728
71 H -3.80623 -1.08280 -4.86120
72 H -3.93572 0.37007 -3.87869
73 H -3.05134 -3.07420 -2.61474
74 H -1.29327 -2.92038 -2.75903
75 H -2.27766 -2.98644 -4.19939
76 H -1.38039 0.59577 -4.22278
77 H -1.36674 -0.92312 -5.11497
78 H -0.29570 -0.70557 -3.72620
79 H -5.27118 0.07971 -1.50951
80 H -4.55592 1.34973 -0.50781
81 H -5.59563 0.13047 0.22069
82 H -4.56495 -2.35284 -1.14785
83 H -4.77369 -2.24163 0.59449
84 H -3.22533 -2.75946 -0.06627
85 H -2.83584 0.81146 1.24362
86 H -2.24747 -0.83472 1.47092
87 H -3.90395 -0.41888 1.91148

Cartesian forces, eV/Å:
Au 0.20 -0.08 0.12
Cl 0.06 -0.02 -0.03
C 0.06 -0.03 -0.02
Cl -0.06 0.17 -0.03
H -0.03 -0.01 -0.01
H -0.02 0.02 0.02
N -0.53 -0.20 -0.05
P 0.32 0.04 0.14
N -0.03 -0.02 0.00
C 0.01 0.04 -0.02
C 0.02 -0.02 0.02
C -0.02 0.03 -0.04
C -0.01 0.00 0.04
C 0.11 0.11 0.03
N -0.12 0.03 -0.01
C -0.04 -0.01 -0.16
C 0.01 0.00 0.05
C -0.03 0.00 -0.01
C 0.10 0.01 0.02
C 0.01 -0.13 -0.02
N -0.09 -0.06 -0.05
C 0.05 0.05 0.01
C 0.01 -0.01 0.01
C -0.04 0.02 0.03
C 0.03 -0.01 -0.03
C 0.02 0.02 0.01
H -0.02 0.02 0.05
H 0.01 0.00 0.04
H -0.01 0.01 -0.01
H 0.01 -0.01 0.01
H 0.00 0.00 0.00
H 0.00 -0.01 0.02
H 0.01 -0.01 -0.02
H 0.00 0.00 0.00
H -0.13 -0.11 -0.08
H 0.01 0.00 0.03
H 0.03 -0.01 0.03
H 0.02 -0.02 -0.01
H 0.00 0.02 0.00
H 0.00 -0.02 -0.01
H 0.01 0.02 0.01
H 0.00 0.00 0.01
H 0.01 0.00 0.01
H -0.11 -0.03 -0.03
H 0.01 0.03 0.03
H -0.01 0.03 -0.02
H 0.01 -0.01 0.01
H -0.06 -0.01 -0.03
H 0.01 -0.01 0.00
H 0.00 0.02 -0.01
H 0.00 -0.02 0.00
H 0.01 0.00 0.00
H 0.01 0.00 0.00
H -0.01 0.04 -0.02
H 0.00 0.00 0.00
H -0.01 0.01 0.01
C -0.11 -0.12 -0.18
Si 0.19 0.10 -0.03
C -0.10 -0.01 0.05
C 0.04 -0.01 0.03
C 0.19 -0.03 0.05
C 0.03 0.04 0.01
C 0.09 -0.03 0.07
C 0.01 -0.02 0.00
C 0.00 0.06 0.02
C -0.08 0.06 -0.11
H 0.00 0.00 -0.04
H 0.03 0.02 0.02
H 0.00 0.10 0.19
H -0.03 -0.01 0.01
H 0.01 -0.01 -0.02
H 0.00 0.02 0.01
H -0.03 -0.01 0.03
H -0.12 0.07 -0.09
H -0.04 -0.01 -0.02
H 0.01 0.00 -0.03
H 0.00 -0.02 -0.01
H 0.02 0.01 0.00
H -0.01 0.00 -0.02
H -0.01 0.04 0.00
H -0.02 -0.01 0.00
H -0.01 -0.03 -0.05
H 0.00 0.00 -0.01
H 0.02 -0.03 0.01
H 0.02 0.03 0.01
H 0.13 -0.09 0.05
H -0.02 0.00 0.00

Its HOMO energy is -10.8 eV. The LUMO energy comes out at -0.1328 hartree. The charge is +1. For the gap between HOMO and LUMO, the calculation gives 0.26404 hartree.

Atomic partial charges in e from the Löwdin method, atoms 1 to 8: 0.76 0.56 -0.94 0.56 0.04 0.04 -0.32 0.57

---

[4]
The following is a DFT calculation (the ωB97M-V functional and the def2-TZVPD basis) of one molecule with the formula C5H7NO at a distorted geometry.

Element x y z (Å)
1 C -1.74277 0.21607 0.48421
2 C -0.47418 -0.36402 -0.04144
3 C -0.36682 -1.69339 -0.44094
4 O 0.94569 -1.86188 -0.88094
5 C 1.58650 -0.68664 -0.74737
6 C 0.78964 0.25995 -0.16960
7 N 1.08851 1.52351 0.34872
8 H -2.52812 -0.54583 0.55710
9 H -2.08382 0.96105 -0.24290
10 H -1.62149 0.70880 1.45305
11 H -0.45838 -1.85460 0.67244
12 H 2.61728 -0.65473 -1.07618
13 H 0.33154 2.17665 0.19441
14 H 1.95575 1.90460 0.00046

Cartesian forces, eV/Å:
C 0.00 0.13 0.01
C -0.03 0.60 -0.35
C 0.14 0.62 0.77
O 0.24 0.00 0.39
C 0.04 0.15 0.06
C -0.05 -0.02 -0.39
N 0.09 0.25 -0.21
H 0.27 0.10 -0.02
H -0.11 0.01 0.16
H 0.04 0.01 -0.11
H -0.59 -2.05 -0.31
H -0.16 0.04 -0.03
H 0.13 0.07 0.02
H -0.01 0.08 0.02

Its HOMO energy is -8.2 eV. The LUMO energy comes out at 0.0299 hartree. The charge is 0. For the gap between HOMO and LUMO, the calculation gives 0.33070 hartree. The relative energy (zero: lowest compared OMol25 entry of this formula, charge and spin) is 69.5 kcal/mol.

Atomic partial charges in e from the Löwdin method, atoms 1 to 8: -0.04 -0.27 -0.11 -0.04 -0.06 -0.29 0.10 0.09